Below is a 2-piece molecular cluster, C5H8BrCl overall at a distorted geometry, with properties calculated with wB97M-V/def2-TZVPD.

## Properties
SMILES string: C=C(C)Br.C=CCl
Gap between HOMO and LUMO, Ha: 0.3799
Energy relative to the best compared isomer or geometry (same formula, charge and spin), eV: 2.7167
E_LUMO, eV: 0.6985

The geometry in ORCA input format:
```
! RIJCOSX wB97M-V def2-TZVPD def2/J DEFGRID3
* xyz 0 1
C -0.69 -1.36 -1.23
C 0.09 -1.62 -0.20
C -0.13 -1.31 1.28
Br 1.80 -2.53 -0.46
H -0.14 -1.52 -2.03
H -1.21 -0.37 -1.26
H 0.95 -1.05 1.74
H -0.53 -2.25 1.75
H -0.63 -0.43 1.56
C -0.46 2.55 -0.28
C 0.40 1.58 -0.07
Cl 2.08 1.57 0.33
H -0.03 3.56 -0.56
H -1.43 2.39 -0.65
H -0.07 0.80 0.08
*
```